(1)
Entry from OMol25: a cluster of 2 separate species, C4H9N2O in total at a distorted geometry (ωB97M-V with the def2-TZVPD basis set).

Atoms and positions in Å:
C -0.68660 0.51668 -0.09515
C 1.33838 1.40222 0.02957
C 1.39172 -0.16314 0.07765
C -0.43127 -1.96337 -0.04692
N -0.08383 1.66271 -0.13221
N -0.04886 -0.54790 0.02375
O -3.06558 -0.02370 -0.22008
H 1.97737 1.86974 0.89544
H 1.62721 1.77287 -0.86325
H 2.05395 -0.45317 -0.69466
H 1.70843 -0.66944 1.06724
H -0.84381 -2.09809 -1.10673
H -1.17782 -1.89484 0.76607
H 0.40318 -2.58837 0.10075
H -0.63403 2.44590 0.13872
H -3.52843 0.73191 0.05984

Net charge = +1
Orbital gap = 0.276 hartree
LUMO level = -7.328 eV
HOMO = -14.830 eV
Calculated total energy = -342.083886 a.u.
Maximum force = 4.98 eV/Å
Energy above the lowest of the compared OMol25 structures with the same formula, charge and spin = 7.439 eV

***

(2)
Entry from OMol25: a cluster of 2 separate species, C3H7OS in total (ωB97M-V with the def2-TZVPD basis set).

Atoms and positions in Å:
C 1.79222 1.22957 -0.76342
S 0.59656 1.65492 -2.06780
H 1.44355 0.48760 -0.03326
H 2.70533 0.77992 -1.18442
H 2.12070 2.10362 -0.19756
C -1.32148 -1.78415 1.12659
C -1.18508 -0.53739 0.67390
O -1.63432 -0.10879 -0.51542
H -1.07765 -1.97556 2.15686
H -1.76843 -2.48832 0.43609
H -0.74051 0.20615 1.33939
H -0.93089 0.43243 -0.97093

Net charge = -1
Orbital gap = 0.247 hartree
LUMO level = 4.046 eV
HOMO = -2.687 eV
Calculated total energy = -591.937283 a.u.
Maximum force = 0.95 eV/Å
Energy above the lowest of the compared OMol25 structures with the same formula, charge and spin = 0.843 eV

***

(3)
Entry from OMol25: a structure of composition C25H59BrN7ORuSi2 (ωB97M-V with the def2-TZVPD basis set).

Atoms and positions in Å:
Ru -0.15850 1.48723 -1.19664
N -0.76796 -0.45537 -2.47308
C -0.64527 -0.27446 -3.92986
C -0.98882 1.15736 -4.28688
N -0.12385 2.13110 -3.58362
C 1.25169 2.12415 -4.13050
C 2.34120 2.23605 -3.07175
N 2.08027 1.28609 -1.97442
C -0.74073 3.46957 -3.66252
C -0.04608 4.46529 -2.75984
N 0.02715 3.92613 -1.38418
H -0.36684 -1.33753 -2.17025
H -1.74662 -0.45740 -2.20031
H -1.29858 -0.95013 -4.48561
H 0.37681 -0.52395 -4.21822
H -2.01473 1.36219 -3.98061
H -0.92807 1.29989 -5.37145
H 1.37065 2.93380 -4.85689
H 1.40206 1.19739 -4.68452
H 2.37486 3.23229 -2.63663
H 3.30845 2.05671 -3.54422
H 2.74765 1.40901 -1.21790
H 2.21903 0.32736 -2.28619
H -1.77802 3.36416 -3.35261
H -0.73053 3.83709 -4.69502
H -0.58492 5.41382 -2.79001
H 0.96316 4.67026 -3.11214
H -0.83856 4.12833 -0.88859
H 0.75953 4.40385 -0.87028
C -4.51301 1.10102 0.09761
Si -3.63204 2.30817 -1.00551
C -3.48323 3.99798 -0.22014
C -4.50045 2.42153 -2.64863
O -2.07051 1.75896 -1.28235
H -5.53454 1.43732 0.28922
H -4.03272 0.97380 1.06904
H -4.58370 0.12337 -0.38687
H -4.47223 4.40332 0.00908
H -3.01914 4.72292 -0.89753
H -2.92484 3.97446 0.71946
H -5.54077 2.72341 -2.50249
H -4.52295 1.45048 -3.15084
H -4.05977 3.15447 -3.32729
C 2.44813 -0.90388 3.41569
C 2.62742 -2.28118 2.75336
C 2.65544 -3.35818 3.85528
C 3.99989 -2.25983 2.06518
Si 1.23837 -2.71783 1.51749
Br 0.96561 -0.63518 0.35981
C -0.50110 -2.99376 2.25548
C -0.60935 -4.44619 2.75567
C -0.75118 -2.05527 3.44516
C -1.63174 -2.73422 1.24636
C 1.72008 -3.90637 0.10027
C 0.49609 -4.28847 -0.74406
C 2.75591 -3.31473 -0.86925
C 2.29976 -5.19481 0.71537
H 3.25235 -0.76439 4.14355
H 1.50748 -0.79622 3.94771
H 2.52449 -0.09493 2.68701
H 3.51887 -3.17743 4.50058
H 2.75611 -4.36854 3.45635
H 1.76825 -3.32657 4.48804
H 4.75466 -1.96665 2.79981
H 4.03777 -1.53277 1.25036
H 4.29269 -3.23418 1.67663
H 0.15960 -4.69464 3.48891
H -0.55473 -5.17082 1.94308
H -1.57829 -4.58042 3.24358
H -0.08339 -2.25200 4.28213
H -1.77173 -2.20964 3.80630
H -0.65229 -1.00336 3.16380
H -1.63048 -3.43762 0.41585
H -1.59690 -1.71881 0.83882
H -2.58995 -2.84492 1.76109
H -0.00413 -3.40971 -1.16321
H -0.24016 -4.86211 -0.18325
H 0.82236 -4.91171 -1.58093
H 2.35064 -2.45451 -1.40719
H 3.01112 -4.07318 -1.61470
H 3.67899 -3.00907 -0.38511
H 1.61501 -5.66479 1.42354
H 3.24980 -5.02187 1.22093
H 2.48519 -5.91673 -0.08415
N 0.80190 4.47143 3.67345
C 0.11447 3.50630 3.03312
C 0.38692 3.14809 1.69590
N -0.29474 2.18596 1.09535
C -1.24894 1.55130 1.78457
C -1.51776 1.92281 3.09121
N -0.85540 2.88700 3.70833
H 1.56942 4.95899 3.25097
H 0.56648 4.67379 4.63041
H 1.18799 3.63528 1.15215
H -1.78464 0.75240 1.29054
H -2.29690 1.42263 3.65461

Net charge = +2
Orbital gap (alpha / beta) = 0.327 / 0.260 hartree
LUMO level (alpha / beta) = -4.914 / -6.740 eV
HOMO (alpha / beta) = -13.808 / -13.818 eV
Spin multiplicity = 6
Calculated total energy = -4694.031125 a.u.
Maximum force = 0.44 eV/Å
Energy above the lowest of the compared OMol25 structures with the same formula, charge and spin = 0.119 eV

***

(4)
Entry from OMol25: a cluster of 4 separate species, C4H15NO3 in total at a distorted geometry (ωB97M-V with the def2-TZVPD basis set).

Atoms and positions in Å:
N 0.38153 -0.03613 0.51241
C 0.30660 1.40274 0.81452
C -1.19516 1.82044 0.36945
C -2.07618 0.48139 0.39647
C -0.90850 -0.54009 -0.02881
H 0.66244 -0.60414 1.34972
H 0.53458 1.65046 1.81619
H 0.97372 1.97831 0.16327
H -1.59148 2.53925 1.03891
H -1.26651 2.19090 -0.68165
H -2.53726 0.14774 1.43447
H -2.81304 0.29395 -0.28697
H -0.94064 -1.57526 0.21036
H -0.85754 -0.59974 -1.26402
H 2.43610 -1.90928 -1.57489
H 2.17463 -0.62953 -0.67781
O 2.34030 -0.99108 -1.61677
H 0.35631 -2.16707 2.49341
H 1.60368 -2.95416 3.03697
O 1.28800 -2.15886 2.61053
H 0.79956 0.65721 -2.72518
H 0.19768 0.09521 -3.97649
O 0.13116 0.90775 -3.41409

Net charge = -1
Orbital gap (alpha / beta) = 0.100 / 0.324 hartree
LUMO level (alpha / beta) = 3.462 / 3.361 eV
HOMO (alpha / beta) = 0.744 / -5.469 eV
Spin multiplicity = 2
Calculated total energy = -441.792094 a.u.
Maximum force = 5.20 eV/Å
Energy above the lowest of the compared OMol25 structures with the same formula, charge and spin = 1.514 eV